An isolated molecule of C6H11ClN2 at a distorted geometry, computed with ωB97M-V/def2-TZVPD.

Structure (XYZ):
```
20
Properties=species:S:1:pos:R:3:nbo_charge:R:1
C 0.246 -2.234 0.603 -0.416
N 0.542 -0.819 0.762 -0.270
C -0.224 -0.183 1.767 -0.005
C -0.925 0.814 1.316 -0.305
C -0.610 0.980 -0.133 0.155
C 0.015 2.409 -0.359 -0.613
Cl -2.167 0.672 -1.058 -0.141
N 0.493 0.029 -0.351 -0.302
C 0.820 -0.600 -1.668 -0.413
H 0.947 -2.592 -0.065 0.197
H 0.264 -2.615 1.651 0.212
H -0.739 -2.473 0.200 0.178
H -0.201 -0.627 2.745 0.211
H -1.580 1.487 1.837 0.235
H -0.746 3.053 -0.707 0.216
H 0.701 2.087 -1.201 0.214
H 0.530 2.682 0.546 0.227
H 0.715 0.260 -2.366 0.219
H 1.809 -0.905 -1.636 0.207
H 0.111 -1.425 -1.884 0.195
```

## Properties
- energy relative to the best compared isomer or geometry (same formula, charge and spin) (eV) = 1.868
- F_max (Eh/bohr) = 0.0759
- HOMO-LUMO gap (eV) = 8.501
- SMILES string = CN1C=C[C@](C)(Cl)N1C
- electronic energy (Ha) = -804.83297
- charge = 0